Record 1
The following is a DFT calculation (wB97M-V/def2-TZVPD) of a cluster of 4 separate species, C17H25BrFNO8S in total.

XYZ file:
```
54
Properties=species:S:1:pos:R:3:nbo_charge:R:1
C 4.016 3.053 -0.926 -0.24
C 3.788 1.914 -0.637 0.13
N 3.563 0.576 -0.453 -0.68
C 2.132 0.204 -0.242 -0.25
C 1.255 0.190 -1.492 -0.23
C 0.810 1.582 -1.982 -0.65
Br -0.356 -0.812 -0.958 0.00
S 4.382 -0.368 -1.546 2.54
O 5.749 -0.403 -1.177 -0.89
O 3.694 -1.601 -1.701 -0.91
F 4.296 0.403 -2.890 -0.46
H 4.223 4.057 -1.211 0.25
H 2.096 -0.767 0.236 0.25
H 1.697 0.905 0.464 0.25
H 1.663 -0.382 -2.314 0.23
H -0.265 1.701 -1.918 0.23
H 1.241 2.353 -1.350 0.22
H 1.116 1.707 -3.016 0.22
O -0.033 0.160 2.115 -0.58
C -0.692 1.154 2.226 0.80
C -2.087 1.406 1.707 -0.56
C -2.205 2.927 1.805 -0.43
C -1.281 3.238 2.973 -0.07
O -0.247 2.240 2.912 -0.50
H -2.811 0.897 2.362 0.29
H -2.190 1.043 0.688 0.24
H -3.222 3.285 1.958 0.22
H -1.818 3.390 0.894 0.20
H -1.789 3.150 3.936 0.18
H -0.825 4.223 2.903 0.19
O -4.508 -0.032 2.720 -0.56
C -5.336 0.624 3.281 0.80
C -6.806 0.304 3.463 -0.53
C -7.389 1.654 3.878 -0.43
C -6.202 2.309 4.571 -0.07
O -5.040 1.796 3.892 -0.50
H -6.901 -0.446 4.249 0.24
H -7.232 -0.073 2.538 0.25
H -8.269 1.584 4.512 0.23
H -7.659 2.225 2.989 0.21
H -6.132 2.035 5.626 0.18
H -6.209 3.393 4.490 0.20
O 3.625 -6.274 -6.137 -0.57
C 3.851 -5.518 -5.240 0.79
C 5.167 -5.320 -4.510 -0.53
C 4.740 -4.557 -3.257 -0.43
C 3.511 -3.808 -3.750 -0.07
O 2.922 -4.665 -4.748 -0.49
H 5.829 -4.729 -5.145 0.23
H 5.626 -6.277 -4.284 0.24
H 5.506 -3.900 -2.850 0.23
H 4.454 -5.264 -2.477 0.21
H 3.766 -2.855 -4.219 0.17
H 2.787 -3.627 -2.962 0.21
```

Lowest unoccupied orbital energy: 0.4 eV
Net charge: 0
Spin multiplicity: 1
Molecular weight: 502.35 g mol⁻¹
SMILES string: C#CN(C[C@H](C)Br)S(=O)(=O)F.O=C1CCCO1.O=C1CCCO1.O=C1CCCO1
Gap between HOMO and LUMO: 10.170 eV

***

Record 2
The following is a DFT calculation (wB97M-V/def2-TZVPD) of a structure of composition C17H25CrN.

XYZ file:
```
44
Properties=species:S:1:pos:R:3:nbo_charge:R:1
C -0.219 1.274 -1.859 -0.33
C -1.824 -1.593 -1.403 -0.18
C 0.868 0.307 -2.242 -0.60
H 0.055 2.285 -2.148 0.21
C -0.803 -2.416 -1.583 -0.19
H -2.223 -1.423 -0.382 0.20
H 1.852 0.796 -2.372 0.20
H -0.439 -3.034 -0.756 0.20
C 0.676 -0.834 -3.209 -0.40
H 1.640 -0.987 -3.725 0.21
H -0.027 -0.606 -4.018 0.18
C -1.670 0.996 -2.267 -0.40
H -1.824 1.454 -3.254 0.22
H -2.315 1.599 -1.613 0.21
C -2.202 -0.470 -2.355 -0.45
H -1.986 -0.836 -3.359 0.21
H -3.294 -0.372 -2.244 0.22
C 0.270 -2.250 -2.642 -0.45
H -0.037 -2.816 -3.531 0.21
H 1.198 -2.739 -2.284 0.20
Cr 0.641 0.513 -0.043 0.89
H -0.219 1.673 -0.516 0.08
C 3.087 -0.520 0.628 -0.42
N 1.783 -0.364 1.329 -0.47
C 1.385 -1.596 2.004 -0.41
C 1.688 0.876 2.234 -0.26
C 0.216 1.165 2.516 -0.13
C -0.193 1.963 3.590 -0.21
C -1.580 2.197 3.747 -0.23
C -2.522 1.680 2.856 -0.21
C -2.087 0.915 1.731 -0.26
C -0.720 0.696 1.560 -0.34
H 3.035 -1.387 -0.062 0.22
H 3.851 -0.698 1.405 0.19
H 3.327 0.390 0.032 0.21
H 0.363 -1.538 2.359 0.24
H 1.474 -2.437 1.314 0.21
H 2.081 -1.714 2.832 0.18
H 2.251 0.610 3.130 0.20
H 2.201 1.712 1.711 0.21
H 0.568 2.359 4.271 0.20
H -1.903 2.793 4.599 0.21
H -3.598 1.859 3.013 0.21
H -2.824 0.516 1.005 0.20
```

Lowest unoccupied orbital energy (alpha / beta): 0.5 / 0.2 eV
Net charge: 0
⟨S²⟩: 6.04
Spin multiplicity: 5
Molecular weight: 295.39 g mol⁻¹
Gap between HOMO and LUMO (alpha / beta): 6.885 / 7.437 eV

***

Record 3
The following is a DFT calculation (wB97M-V/def2-TZVPD) of a cluster of 2 separate species, C17H25F4N2O5 in total.

XYZ file:
```
53
Properties=species:S:1:pos:R:3:nbo_charge:R:1
C -2.821 -2.593 -0.656 -0.62
C -2.025 -1.425 0.033 -0.39
C -0.705 -1.017 -0.763 -0.44
C 0.552 -1.761 -0.168 -0.03
C 1.075 -2.958 -1.070 -0.62
N 1.721 -0.878 0.108 -0.30
C 2.009 -0.646 1.424 0.22
N 3.129 0.139 1.405 -0.29
C 3.688 0.505 2.733 -0.24
C 4.527 -0.741 3.253 -0.09
O 3.707 -1.619 4.041 -0.54
C 4.003 -2.960 3.708 0.62
O 4.212 -3.710 4.595 -0.47
C 3.559 0.438 0.125 -0.03
C 2.617 -0.247 -0.733 0.18
C 2.595 -0.297 -2.274 -0.56
C 3.229 0.998 -2.903 0.87
O 2.894 2.073 -2.569 -0.49
F 4.180 0.904 -3.890 -0.32
H -2.227 -3.533 -0.793 0.20
H -3.674 -2.876 0.022 0.23
H -3.279 -2.245 -1.620 0.23
H -2.712 -0.546 0.081 0.22
H -1.790 -1.716 1.092 0.19
H -0.602 0.096 -0.804 0.24
H -0.857 -1.439 -1.796 0.22
H 0.250 -2.195 0.824 0.22
H 1.162 -2.651 -2.140 0.22
H 0.500 -3.898 -0.913 0.25
H 2.132 -3.151 -0.727 0.21
H 1.448 -1.023 2.301 0.27
H 2.850 0.720 3.441 0.25
H 4.329 1.404 2.590 0.24
H 5.444 -0.427 3.814 0.22
H 4.857 -1.284 2.320 0.18
H 3.990 -3.307 2.635 0.13
H 4.448 1.038 -0.137 0.27
H 3.221 -1.147 -2.662 0.27
H 1.530 -0.425 -2.593 0.28
C -4.668 5.113 -0.077 -0.64
C -5.061 3.725 0.385 -0.08
O -5.148 2.818 -0.731 -0.47
C -3.995 2.315 -1.170 0.69
O -2.915 2.568 -0.711 -0.55
C -4.248 1.339 -2.321 0.90
F -5.113 1.823 -3.224 -0.30
F -4.763 0.177 -1.872 -0.31
F -3.126 1.032 -2.989 -0.31
H -5.353 5.468 -0.849 0.22
H -4.681 5.813 0.758 0.23
H -3.667 5.115 -0.513 0.22
H -6.052 3.755 0.836 0.21
H -4.374 3.340 1.140 0.20
```

Lowest unoccupied orbital energy: -3.1 eV
Net charge: +1
Spin multiplicity: 1
Molecular weight: 413.39 g mol⁻¹
Gap between HOMO and LUMO: 10.467 eV